# 1
Here is a 2-piece molecular cluster, H4O2 overall at a distorted geometry from the OMol25 dataset. Energies are from ωB97M-V/def2-TZVPD.

Geometry as XYZ:
```
6
Properties=species:S:1:pos:R:3:lowdin_charge:R:1
O -0.3313 -1.5420 0.8431 -0.13
O -0.0814 0.9122 -1.2299 -0.07
H -0.3539 -1.5192 1.8690 0.07
H -0.3948 1.8233 -1.2703 0.04
H 0.3425 -0.8001 0.6872 0.04
H 0.8189 1.1256 -0.8991 0.05
```

Calculated values
HOMO-LUMO gap   11.801 eV
Lowest unoccupied orbital energy   0.64 eV
ΔE to the lowest compared entry with this formula, charge and spin   0.466 eV
SMILES   O.O


# 2
Here is a 3-piece molecular cluster, C5H12O overall from the OMol25 dataset. Energies are from ωB97M-V/def2-TZVPD.

Geometry as XYZ:
```
18
Properties=species:S:1:pos:R:3:lowdin_charge:R:1
O 2.8125 -0.7493 0.0151 -0.05
C -1.3078 0.8609 -0.8284 -0.08
C -1.4630 -1.1177 0.7853 -0.07
C 0.0321 0.7918 1.2688 -0.02
C -0.8307 0.2027 0.4404 -0.43
C 2.3704 0.3615 -0.1395 -0.20
H -0.9391 -1.6128 1.6077 0.08
H 0.3749 0.2981 2.1751 0.08
H -1.3980 0.1335 -1.6438 0.07
H -2.4984 -0.9393 1.1015 0.09
H 0.4132 1.7931 1.0801 0.07
H -1.4992 -1.8001 -0.0711 0.08
H 1.5814 -1.5289 -1.5486 0.04
H -2.3019 1.2978 -0.6771 0.08
H 0.9713 -1.4656 -1.9752 0.06
H -0.6357 1.6610 -1.1565 0.07
H 1.7223 0.6297 -0.9980 0.06
H 2.5957 1.1835 0.5641 0.08
```

Calculated values
HOMO-LUMO gap   10.366 eV
Lowest unoccupied orbital energy   0.86 eV
ΔE to the lowest compared entry with this formula, charge and spin   2.555 eV
SMILES   C=C(C)C.[H][H].C=O


# 3
Here is a 8-piece molecular cluster, C4H24N2O9 overall at a distorted geometry from the OMol25 dataset. Energies are from ωB97M-V/def2-TZVPD.

Geometry as XYZ:
```
39
Properties=species:S:1:pos:R:3:lowdin_charge:R:1
O -2.1183 1.2466 -1.7697 -0.08
O 3.1710 1.7276 0.2047 -0.05
O 3.1101 -1.3759 1.4225 -0.06
O -3.1551 2.5049 2.0465 -0.08
O 1.1110 -1.2072 -2.8470 -0.06
O 2.7951 0.7549 -3.4342 -0.08
O -2.5079 -0.4627 1.0859 -0.18
O -4.3673 -1.8248 -0.5465 -0.11
O 2.2335 -2.8661 -0.6723 -0.05
N -0.2486 1.2364 1.4296 -0.11
N -1.0889 -1.8442 -0.1737 0.09
C -1.5431 1.6836 -0.5220 -0.22
C -1.4088 -0.5823 0.4040 -0.56
C 0.3820 0.3736 2.3825 -0.15
C -0.6227 0.6488 0.1096 -0.29
H -0.1106 -2.0180 -0.3484 0.03
H 3.0979 -1.3248 2.3839 0.05
H -0.2959 -0.3498 2.8469 0.08
H 2.8416 -0.5006 1.1644 -0.01
H -2.3458 1.7749 0.2078 0.07
H -1.0461 2.6061 -0.8397 0.12
H -3.9578 2.4233 1.5352 0.03
H 0.4183 -1.1697 -3.5108 0.06
H 1.0219 0.9462 3.0601 0.07
H -0.4400 2.1998 1.6418 0.09
H -2.7111 1.6550 2.0354 -0.01
H -3.4781 -2.1742 -0.6652 -0.01
H -1.6087 -2.6353 0.1157 0.04
H 3.4071 2.3731 0.8734 0.04
H 3.2146 1.4267 -2.8878 0.01
H -4.1648 -1.0749 0.0396 0.00
H 2.6908 2.2952 -0.4061 0.04
H 1.2591 -2.1455 -2.6799 0.03
H 0.3287 0.4784 -0.4131 0.13
H 2.4450 -1.9506 -0.8453 0.01
H -2.6967 0.5240 -1.5159 0.06
H 1.1108 -0.2137 1.7960 0.04
H 2.6473 0.0092 -2.8315 0.00
H 2.6303 -3.1682 0.1237 0.01
```

Calculated values
HOMO-LUMO gap (spin up / spin down)   2.349 / 6.852 eV
Lowest unoccupied orbital energy (spin up / spin down)   2.43 / 2.38 eV
Total charge   -1
Spin multiplicity   2


# 4
Here is one molecule with the formula C4H6N2O at a distorted geometry from the OMol25 dataset. Energies are from ωB97M-V/def2-TZVPD.

Geometry as XYZ:
```
13
Properties=species:S:1:pos:R:3:lowdin_charge:R:1
O -0.4962 -0.5531 -0.4538 -0.06
N -1.7706 -1.2465 1.3199 0.21
N 1.4576 -2.5635 1.4483 0.17
C -0.1313 0.8282 -0.2787 -0.23
C 0.3290 1.3488 -1.6216 -0.07
C 0.5156 -1.9879 1.1014 -0.12
C -0.6794 -1.2416 0.6900 -0.47
H 1.1532 0.7370 -1.9993 0.08
H -1.0039 1.3715 0.0998 0.12
H 0.6744 0.8955 0.4648 0.12
H -0.4865 1.3251 -2.3497 0.08
H 0.6768 2.3815 -1.5220 0.08
H -1.7148 -1.8516 2.1403 0.08
```

Calculated values
HOMO-LUMO gap   11.477 eV
Lowest unoccupied orbital energy   0.20 eV
ΔE to the lowest compared entry with this formula, charge and spin   1.835 eV
SMILES   [H]/N=C(\C#N)OCC